No. 1
The following is a quantum chemistry calculation of a structure of composition C14H34N5NaO4, from the Open Molecules 2025 dataset.

Results
Molecular weight, g mol⁻¹: 359.45
HOMO, eV: -7.9
LUMO, eV: 0.31
Energy, hartree: -1290.92162
Gap between HOMO and LUMO, eV: 8.217

Cartesian coordinates (Å):
Na (-0.02977, 0.64114, 0.93614)
C (-1.63116, 1.46850, -1.61949)
C (-0.53997, 0.65749, -2.36886)
C (-0.03051, 1.62909, -3.39451)
C (1.18213, 1.17231, -4.18875)
C (2.33804, 0.95819, -3.21958)
C (1.89414, -0.14282, -2.16311)
N (0.63036, 0.22653, -1.48640)
O (0.31638, -0.92679, -0.64654)
C (2.97568, -0.17723, -1.07312)
C (1.82203, -1.54869, -2.88117)
C (-1.24513, -0.53606, -3.17666)
H (-1.25972, 2.29195, -1.05305)
H (-2.16523, 0.88094, -0.89396)
H (-2.26836, 1.81902, -2.39431)
H (0.24497, 2.57295, -2.98491)
H (-0.84737, 1.85549, -4.07887)
H (1.53144, 1.92927, -4.87640)
H (1.06048, 0.32367, -4.80491)
H (2.55704, 1.86408, -2.74841)
H (3.22058, 0.49462, -3.62810)
H (3.95118, -0.58451, -1.51082)
H (2.77658, -0.81611, -0.20759)
H (3.12812, 0.78837, -0.59819)
H (2.81150, -1.94110, -3.07346)
H (1.42795, -1.40449, -3.85310)
H (1.27141, -2.29705, -2.35184)
H (-0.52678, -0.75523, -4.00073)
H (-2.11031, -0.15884, -3.68485)
H (-1.35086, -1.33612, -2.49140)
C (2.06832, -0.67442, 2.76248)
O (1.71915, 0.56175, 2.66915)
N (2.75715, -1.05608, 3.93096)
N (1.54477, -1.50314, 1.89081)
H (3.24019, -0.20359, 4.23171)
H (3.46656, -1.76474, 3.69287)
H (1.90238, -2.43578, 2.10727)
H (1.11749, -1.05969, -0.12393)
C (-0.69828, 2.58435, 3.67378)
O (-0.68049, 2.61847, 2.41038)
N (0.26437, 1.92439, 4.33890)
N (-1.53331, 3.32235, 4.51163)
H (0.89409, 1.31266, 3.89033)
H (0.46772, 2.28223, 5.25163)
H (-1.38094, 3.17843, 5.49228)
H (-2.13791, 3.97720, 4.03197)
C (-3.11240, -2.08550, 2.90184)
C (-2.38217, -1.70890, 1.63284)
C (-2.87134, -2.29894, 0.31444)
O (-2.27749, -0.20929, 1.60621)
H (-3.33277, -3.14241, 2.85464)
H (-4.11784, -1.61798, 2.94864)
H (-2.51458, -1.81239, 3.78312)
H (-1.32199, -2.00553, 1.74164)
H (-2.85009, -3.40067, 0.38803)
H (-2.33698, -1.91779, -0.55345)
H (-3.91005, -1.99423, 0.20407)
H (-3.11836, 0.18067, 1.93269)

No. 2
The following is a quantum chemistry calculation of a structure of composition C14H34NO2P2SiSn, from the Open Molecules 2025 dataset.

Results
Molecular weight, g mol⁻¹: 457.18
HOMO, eV: -10.3
Net charge: +1
LUMO, eV: -2.25
Energy, hartree: -1945.36317
Gap between HOMO and LUMO, eV: 8.052

Cartesian coordinates (Å):
C (1.64639, -1.34881, -3.88942)
C (1.46884, -0.82699, -2.60061)
N (0.29931, -1.01731, -1.96651)
C (-0.73742, -1.63568, -2.53626)
C (-0.60783, -2.17288, -3.81231)
C (0.59577, -2.03879, -4.49798)
C (2.58043, -0.05237, -1.91626)
P (2.47551, -0.01539, -0.08670)
Sn (-0.06827, 0.10969, 0.32578)
P (-2.42904, -0.47193, -0.53398)
C (-2.05490, -1.78715, -1.75996)
O (2.66776, 2.80695, -2.44967)
O (1.15691, 3.70262, -0.37341)
H (2.61954, -1.25519, -4.35996)
H (-1.47342, -2.66724, -4.26150)
H (0.72071, -2.46799, -5.48211)
C (3.19703, -1.54836, 0.55929)
C (3.40572, 1.37574, 0.59169)
H (-2.88741, -1.81035, -2.48602)
H (-2.06276, -2.76451, -1.23542)
H (2.61096, 1.01889, -2.27616)
H (3.54851, -0.51406, -2.18308)
C (-3.47772, -1.11704, 0.78357)
C (-3.27404, 0.89035, -1.38100)
H (0.48926, 2.98974, -0.53630)
H (1.04021, 3.94476, 0.55881)
H (2.21493, 3.27483, -1.70287)
H (2.28166, 3.15748, -3.26374)
H (-0.04814, -1.56616, 0.92597)
H (-0.20934, 1.58753, -0.62724)
H (4.27724, -1.58095, 0.33961)
H (3.05433, -1.57299, 1.64848)
H (2.70903, -2.42361, 0.10932)
H (4.46528, 1.28159, 0.29405)
H (2.99446, 2.33055, 0.22546)
H (3.33957, 1.34932, 1.68651)
H (-4.27114, 0.57760, -1.73817)
H (-3.39739, 1.72279, -0.67372)
H (-2.67649, 1.23687, -2.23521)
H (-4.44556, -1.44953, 0.36428)
H (-2.98701, -1.97137, 1.27350)
H (-3.65911, -0.33804, 1.53547)
C (-2.08760, 0.88651, 3.38848)
Si (-0.31228, 1.00867, 2.75875)
C (0.30313, 2.78820, 2.81218)
C (0.84157, -0.21130, 3.62998)
H (-2.78520, 1.46122, 2.75739)
H (-2.15081, 1.30020, 4.40630)
H (-2.44516, -0.15329, 3.44622)
H (0.24490, 3.14733, 3.85244)
H (1.35369, 2.89638, 2.49315)
H (-0.33107, 3.45598, 2.20191)
H (0.82848, 0.02484, 4.70391)
H (0.50508, -1.25368, 3.49992)
H (1.88616, -0.16048, 3.28167)

No. 3
The following is a quantum chemistry calculation of a structure of composition C14H34NO8P3S5Y, from the Open Molecules 2025 dataset.

Results
Molecular weight, g mol⁻¹: 686.59
HOMO, eV: -10.6
Net charge: +1
LUMO, eV: -2.17
Energy above the lowest of the compared OMol25 structures with the same formula, charge and spin, kcal per mole: 0.0
Energy, hartree: -4264.20413
Gap between HOMO and LUMO, eV: 8.409

Cartesian coordinates (Å):
Y (-0.50447, 0.19665, -0.45918)
C (1.19298, -1.39565, -3.73326)
C (-0.27468, -1.80401, -3.85165)
S (-1.24620, -1.99330, -2.34828)
C (-0.66008, -3.54192, -1.63614)
C (0.76792, -3.56146, -1.11576)
S (0.99210, -2.27453, 0.13767)
C (2.66052, -1.70449, -0.19979)
C (2.95559, -1.01555, -1.54631)
S (1.61017, -0.16907, -2.44095)
H (1.51517, -0.96236, -4.68005)
H (1.82552, -2.26155, -3.55612)
H (-0.33865, -2.72569, -4.43337)
H (-0.82842, -1.05319, -4.41411)
H (-0.80812, -4.32813, -2.37826)
H (-1.36557, -3.74320, -0.82674)
H (1.48335, -3.41732, -1.92188)
H (0.98045, -4.53090, -0.66439)
H (3.34209, -2.54789, -0.08072)
H (2.87538, -1.01929, 0.61465)
H (3.38447, -1.71739, -2.26040)
H (3.71210, -0.25171, -1.37437)
N (0.34528, 3.00368, 3.26122)
C (1.08143, 2.99097, 1.93968)
C (2.13511, 4.08711, 1.92975)
P (-0.19337, 3.06239, 0.63221)
O (-0.29159, 4.63013, 0.38054)
O (0.36093, 2.32858, -0.58145)
O (-1.42186, 2.44714, 1.21921)
P (1.82923, 1.29391, 1.93118)
O (2.94856, 1.37002, 0.78587)
O (2.40356, 1.12500, 3.28059)
O (0.72668, 0.36628, 1.44817)
H (0.16229, 3.95530, 3.58023)
H (0.92658, 2.49229, 3.94563)
H (-0.55773, 2.52416, 3.12073)
H (1.68005, 5.06784, 2.07696)
H (2.62379, 4.10230, 0.95694)
H (2.88687, 3.91481, 2.70172)
H (-1.02388, 4.89322, -0.19199)
H (3.81456, 1.55652, 1.17271)
C (-5.16714, 3.45236, 0.40753)
C (-4.75123, 2.00425, 0.55722)
C (-5.77423, 1.20339, 1.32996)
O (-4.65888, 1.46349, -0.79860)
P (-3.65715, 0.34809, -1.30770)
S (-4.32757, -0.45542, -2.91427)
S (-2.99044, -0.73438, 0.26066)
O (-2.24767, 1.22156, -1.64772)
C (-2.33603, 2.20764, -2.74608)
C (-2.11924, 3.60372, -2.21002)
C (-1.34249, 1.82332, -3.81335)
H (-5.25861, 3.91227, 1.39241)
H (-6.13513, 3.51880, -0.09019)
H (-4.44832, 4.02856, -0.17210)
H (-3.76300, 1.93069, 1.01439)
H (-6.74495, 1.26066, 0.83575)
H (-5.87518, 1.61602, 2.33503)
H (-5.48621, 0.15788, 1.41844)
H (-3.34699, 2.10239, -3.14006)
H (-1.05337, 3.78330, -2.06122)
H (-2.67299, 3.74090, -1.28171)
H (-2.48132, 4.33181, -2.93618)
H (-0.32468, 1.81438, -3.41215)
H (-1.37205, 2.54783, -4.62784)
H (-1.59993, 0.84951, -4.22662)